Entry 1:
Density functional theory data (ωB97M-V with the def2-TZVPD basis set) for C30H13Cl3F15GeO3S5SbTi as an isolated structure in a non-equilibrium geometry.

Geometry as XYZ:
```
72
Properties=species:S:1:pos:R:3
Sb 0.59 1.24 -4.72
Ge -0.97 1.97 0.43
Ti 0.32 -1.26 -2.50
Cl 1.32 -2.61 -4.95
Cl -0.20 -5.08 -4.56
Cl 2.64 -5.02 -4.04
S -1.19 -0.64 -4.25
S 1.82 0.33 -6.40
S 0.81 -5.00 -1.25
S 1.74 0.54 -2.65
S -1.80 -0.09 -2.36
F 1.07 1.77 5.31
F 1.88 6.67 1.12
F -7.00 2.65 -1.05
F 0.54 4.62 2.13
F 1.98 7.07 -1.57
F -3.55 2.95 2.71
F -5.98 0.36 0.01
F -2.82 4.70 -0.76
F 0.67 5.37 -3.24
F -3.49 2.91 5.35
F 1.05 1.77 2.64
F -1.21 2.32 6.70
F -5.39 4.80 -1.40
F -3.40 0.23 0.71
F -0.74 3.33 -2.24
O 0.27 -1.10 -0.39
O 1.72 -2.59 -2.17
O -0.43 -3.04 -2.49
C -5.18 1.42 -0.19
C -3.53 3.57 -0.57
C 1.29 6.03 -1.07
C 0.53 4.74 0.79
C -1.25 2.36 2.51
C -2.37 2.63 3.28
C -0.12 2.07 3.26
C 0.83 -3.55 -2.48
C -5.70 2.58 -0.72
C 1.17 -1.65 1.75
C -0.07 2.05 4.64
C -2.37 2.63 4.66
C 4.94 -5.86 0.51
C 2.44 -5.23 -0.61
C -4.87 3.66 -0.91
C 3.81 -6.59 0.85
C -0.16 3.84 -0.01
C 4.80 -4.79 -0.37
C 0.63 5.17 -1.92
C -0.36 -1.57 1.79
C 1.24 5.82 0.29
C 3.57 -4.46 -0.92
C 1.14 -4.09 -3.95
C -0.08 4.11 -1.37
C -0.72 -1.87 0.35
C -3.84 1.38 0.14
C -2.96 2.44 -0.03
C -1.22 2.34 5.35
C 2.58 -6.28 0.29
C 1.51 -1.08 0.38
H -0.60 -2.92 0.11
H 1.82 -0.04 0.42
H -0.81 -2.29 2.48
H 2.26 -1.67 -0.15
H 3.48 -3.61 -1.57
H 3.88 -7.42 1.55
H 5.67 -4.20 -0.64
H 1.49 -2.69 1.82
H -0.69 -0.57 2.06
H 1.64 -1.07 2.54
H 1.70 -6.87 0.55
H -1.70 -1.52 0.04
H 5.90 -6.11 0.93
```

Calculated values
E_tot: -256143.371 eV
Net charge: -2
Relative energy (zero: lowest compared OMol25 entry of this formula, charge and spin): 18.3 kJ/mol
Frontier orbital gap: 6.621 eV

Mulliken population analysis, charges in e, atoms 1 to 4:
1 Sb 0.24
2 Ge 1.30
3 Ti 0.02
4 Cl -0.15


Entry 2:
Density functional theory data (ωB97M-V with the def2-TZVPD basis set) for one molecule with the formula C14H20N2O2SSi in a non-equilibrium geometry.

Geometry as XYZ:
```
40
Properties=species:S:1:pos:R:3
S 5.34 5.98 -2.08
Si -1.58 -1.36 0.25
O 3.61 3.89 -1.59
O -0.54 -1.13 -0.99
N 1.71 4.95 -1.78
N 2.66 5.83 -1.82
C -0.49 1.19 -1.68
C 2.27 3.74 -1.61
C -2.08 0.26 1.06
C 3.79 5.19 -1.73
C 0.25 2.33 -1.89
C -2.13 -2.89 2.56
C 0.20 0.08 -1.13
C 1.57 2.48 -1.56
C 0.27 -1.86 2.18
C -3.10 -2.09 -0.53
C -0.93 -2.66 1.63
C -0.37 -3.91 0.85
C 1.58 0.20 -0.79
C 2.21 1.39 -0.96
H -0.04 -0.95 2.72
H -1.18 -4.41 0.30
H -2.68 -2.75 -1.32
H -1.55 1.21 -1.77
H -0.13 -4.73 1.55
H -0.22 3.25 -2.27
H -2.83 -0.04 1.79
H 0.96 -2.47 2.75
H -1.32 0.79 1.63
H 3.21 1.38 -0.70
H -1.87 -2.84 3.59
H 0.56 -3.64 0.28
H -2.58 0.90 0.30
H -3.63 -1.31 -1.02
H -2.68 -3.84 2.45
H -2.85 -2.08 2.31
H 2.01 -0.62 -0.27
H -3.76 -2.58 0.13
H 0.85 -1.54 1.38
H 5.52 4.67 -2.22
```

Calculated values
E_tot: -40629.933 eV
Relative energy (zero: lowest compared OMol25 entry of this formula, charge and spin): 5.1 kJ/mol
SMILES: CC(C)(C)[Si](C)(C)Oc1ccc(-c2nnc(S)o2)cc1
Frontier orbital gap: 8.645 eV

Mulliken population analysis, charges in e, atoms 1 to 4:
1 S -0.20
2 Si 0.17
3 O -0.31
4 O -0.61


Entry 3:
Density functional theory data (ωB97M-V with the def2-TZVPD basis set) for C26H23MnN9O7S as an isolated structure in a non-equilibrium geometry.

Geometry as XYZ:
```
67
Properties=species:S:1:pos:R:3
Mn 2.06 -0.74 0.78
S -4.09 5.37 -2.60
O -4.63 -1.80 -1.43
O 3.73 -1.61 0.79
O -1.98 -3.67 -3.87
O 5.94 -1.62 0.40
O -3.58 6.54 -1.90
O -3.14 4.72 -3.49
O -5.43 5.49 -3.12
N -5.30 4.37 -0.38
N -3.19 3.44 -0.92
N 3.51 0.95 0.33
N -2.59 -2.09 -2.38
N 1.14 -2.55 5.21
N 1.43 -1.90 -1.09
N 0.30 0.29 0.71
N 1.69 -1.53 2.69
N 0.55 -4.57 4.28
C -4.27 2.82 1.09
C 1.02 -3.31 4.12
C 2.36 -2.20 -2.00
C 5.71 2.56 -0.23
C 1.81 -0.77 3.79
C -3.19 2.71 0.21
C 1.55 -1.30 5.04
C 5.87 1.20 -0.02
C -5.31 3.66 0.75
C -1.68 -2.86 -3.02
C -2.03 1.86 0.40
C 0.74 -2.93 -3.58
C -1.02 1.85 -0.56
C 4.44 3.10 -0.15
C 3.37 2.27 0.13
C 2.07 -2.72 -3.24
C -0.69 0.27 1.61
C 0.15 -2.13 -1.42
C -4.01 -2.22 -2.61
C 4.75 0.44 0.26
C -0.24 -2.62 -2.65
C 1.32 -2.79 2.84
C -1.84 1.02 1.51
C 0.09 1.07 -0.38
C 4.87 -1.07 0.50
C -4.22 4.22 -1.14
H -4.22 -3.27 -2.85
H 6.56 3.20 -0.44
H -4.28 2.26 2.02
H 3.39 -2.04 -1.70
H 1.27 -3.40 1.95
H 0.39 -4.89 5.22
H 0.62 -5.24 3.53
H -0.58 -1.91 -0.65
H 6.83 0.71 -0.07
H 4.26 4.16 -0.30
H 0.45 -3.33 -4.54
H -5.56 -1.61 -1.61
H -1.14 2.46 -1.44
H -2.58 0.94 2.29
H -4.31 -1.60 -3.47
H -2.33 -1.36 -1.73
H -0.56 -0.39 2.46
H 0.87 1.04 -1.13
H 2.36 2.66 0.20
H 1.67 -0.71 5.93
H -6.18 3.79 1.38
H 2.87 -2.95 -3.93
H 2.12 0.26 3.65
```

Calculated values
E_tot: -97235.844 eV
Relative energy (zero: lowest compared OMol25 entry of this formula, charge and spin): 137.3 kJ/mol
⟨S²⟩: 8.755
Spin multiplicity: 6
Frontier orbital gap (spin up / spin down): 5.969 / 5.820 eV

Mulliken population analysis, charges in e, atoms 1 to 4:
1 Mn 0.73
2 S 1.17
3 O -0.53
4 O -0.52


Entry 4:
Density functional theory data (ωB97M-V with the def2-TZVPD basis set) for C30H43BrCl2MoNP as an isolated structure in a non-equilibrium geometry.

Geometry as XYZ:
```
79
Properties=species:S:1:pos:R:3
Mo 2.17 1.24 1.33
Br 5.59 5.82 0.47
Cl 2.58 1.13 -0.94
Cl 0.29 0.77 2.57
P -0.77 0.38 -0.53
N 3.11 2.90 2.10
C -1.64 2.97 -3.77
C -2.42 2.60 -0.91
C 4.79 4.96 3.11
C -3.59 -0.55 -0.28
C -1.25 -2.66 -3.48
C 1.03 -3.02 -2.27
C -1.73 1.48 -1.70
C -0.86 2.00 -2.85
C 4.83 -2.02 2.69
C -1.87 -1.64 1.15
C 3.25 3.12 3.45
C 4.66 4.73 1.74
C 3.51 0.02 2.12
C -2.93 -2.02 2.20
C -4.72 -0.93 0.69
C -4.35 -2.09 1.63
C 4.94 -3.40 2.79
C -2.26 -0.33 0.44
C -1.62 -1.72 -2.33
C 2.40 -2.23 2.47
C 3.79 -4.21 2.69
C 3.56 -1.41 2.44
C -0.12 -3.63 -3.09
C 4.07 4.13 3.97
C -3.20 3.57 -1.82
C -0.40 -1.00 -1.76
C -2.39 4.08 -3.02
C 0.58 -2.03 -1.18
C 2.53 -3.62 2.56
C 3.85 3.70 1.25
H -0.89 -1.54 1.63
H -5.07 -2.10 2.46
H 5.71 -1.39 2.78
H -2.41 0.45 1.20
H -5.60 -1.23 0.09
H -1.80 -2.45 0.41
H -2.66 -3.01 2.62
H -1.66 3.16 -0.33
H -4.11 3.07 -2.18
H 4.13 4.24 5.06
H 1.71 -2.49 -2.96
H 3.77 3.46 0.20
H -2.88 -1.30 3.03
H -3.12 2.18 -0.17
H -2.36 2.39 -4.37
H 1.46 -1.51 -0.77
H 0.04 2.48 -2.45
H -0.96 -2.07 -4.36
H -4.48 -3.04 1.11
H -0.52 1.16 -3.47
H -0.56 -4.46 -2.51
H 5.91 -3.86 2.95
H -1.68 4.85 -2.68
H 1.61 -3.83 -1.81
H 2.70 2.43 4.10
H -0.93 3.43 -4.47
H 1.41 -1.77 2.43
H 0.12 -2.58 -0.35
H -5.02 -0.05 1.26
H -2.07 -2.33 -1.54
H -3.49 -1.38 -0.99
H 0.28 -4.09 -4.00
H 3.88 -5.29 2.74
H -2.50 0.84 -2.14
H -2.14 -3.24 -3.75
H -3.53 4.43 -1.21
H 4.53 0.44 2.31
H -3.90 0.32 -0.87
H 0.10 -0.48 -2.59
H 1.64 -4.25 2.56
H -2.38 -1.01 -2.69
H -3.08 4.58 -3.72
H 5.42 5.76 3.48
```

Calculated values
E_tot: -139530.758 eV
⟨S²⟩: 2.256
Spin multiplicity: 3
Frontier orbital gap (spin up / spin down): 6.457 / 6.011 eV

Mulliken population analysis, charges in e, atoms 1 to 4:
1 Mo -0.38
2 Br -0.16
3 Cl -0.49
4 Cl -0.45


> E_tot of number 4 (C30H43BrCl2MoNP)?

-139530.758 eV